{"formula": "C4H6O2", "method": "ωB97M-V with the def2-TZVPD basis set", "species": ["C", "C", "O", "C", "C", "O", "H", "H", "H", "H", "H", "H"], "xyz": [[-1.4946, -0.3158, -0.5140], [-0.6326, -0.2990, 0.6058], [-1.0871, -1.0850, 1.5163], [0.6011, 0.4791, 0.8614], [1.7011, 0.3759, -0.1139], [0.8733, 1.5151, -0.0672], [-1.5522, 0.5340, -1.1903], [-1.4977, -1.2853, -1.0191], [-2.0417, -1.0154, 0.6967], [0.8303, 0.7033, 1.9016], [1.5728, -0.2624, -0.9872], [2.7216, 0.5155, 0.2404]], "orbital_gap_ev": 9.5, "total_energy_ev": -8335.859, "relative_energy_kcal_mol": 106.1, "charge": 0}